1.
Formula: C28H72BO9PS7
Source: the OMol25 dataset
Level of theory: ωB97M-V/def2-TZVPD

Calculated values
HOMO-LUMO gap	7.43	eV
2S+1	1
calculated total energy	-134433.9790	eV
E_HOMO	-7.11	eV
lowest unoccupied orbital energy	0.3	eV
largest force on an atom	4.9	eV/A

Element x y z (Å)
C -0.97 -1.26 -5.72
C -2.58 -1.37 -5.74
C -3.21 -2.04 -4.43
C -2.61 -1.44 -3.03
C -2.74 0.16 -3.12
B -3.45 -2.14 -1.84
C -3.23 -3.77 -1.66
C -2.29 -4.16 -0.43
O -2.13 -3.11 0.58
C -1.83 -3.84 1.79
O -2.70 -4.05 2.68
C -0.38 -4.48 2.07
C 0.62 -3.43 2.78
P -4.69 -1.32 -0.68
C -4.19 0.41 -0.12
C -2.75 0.52 0.59
C -5.24 -2.44 0.75
C -4.76 -1.74 2.13
H -0.62 -0.70 -4.79
H -0.57 -2.34 -5.72
H -0.65 -0.69 -6.67
H -2.94 -1.93 -6.68
H -2.96 -0.29 -5.85
H -4.33 -1.76 -4.42
H -3.12 -3.17 -4.51
H -1.50 -1.76 -3.01
H -2.31 0.57 -2.13
H -2.14 0.65 -3.95
H -3.86 0.42 -3.19
H -2.72 -4.18 -2.62
H -4.24 -4.33 -1.60
H -1.25 -4.53 -0.71
H -2.80 -5.05 0.11
H -0.55 -5.36 2.79
H 0.02 -4.89 1.07
H 1.69 -3.83 2.63
H 0.43 -3.50 3.90
H 0.52 -2.36 2.37
H -4.32 1.11 -1.03
H -4.99 0.76 0.64
H -2.78 0.65 1.72
H -2.15 -0.41 0.28
H -2.22 1.45 0.16
H -6.38 -2.54 0.85
H -4.80 -3.49 0.67
H -5.00 -2.47 2.98
H -3.62 -1.61 2.14
H -5.22 -0.71 2.29
C 0.89 0.00 4.63
S 0.20 1.17 3.44
O 0.07 0.46 2.14
C 1.66 2.22 3.35
H 0.15 -0.78 4.82
H 1.80 -0.45 4.23
H 1.10 0.52 5.57
H 2.52 1.64 3.03
H 1.85 2.67 4.33
H 1.47 3.02 2.63
C -0.65 3.81 -0.94
S -2.43 3.85 -1.25
O -2.71 2.92 -2.38
C -2.48 5.53 -1.90
H -0.38 2.83 -0.56
H -0.11 4.00 -1.87
H -0.39 4.57 -0.20
H -1.82 5.61 -2.77
H -2.16 6.23 -1.12
H -3.50 5.76 -2.19
C 5.92 2.66 5.26
S 6.62 2.40 3.62
O 5.72 3.06 2.63
C 6.29 0.63 3.56
H 5.99 3.72 5.50
H 4.87 2.36 5.27
H 6.49 2.09 6.00
H 5.21 0.45 3.67
H 6.84 0.12 4.35
H 6.61 0.25 2.59
C 8.86 0.33 8.64
S 9.57 0.07 7.00
O 8.67 0.73 6.01
C 9.23 -1.70 6.94
H 8.93 1.39 8.88
H 7.82 0.03 8.65
H 9.43 -0.24 9.38
H 8.16 -1.88 7.05
H 9.78 -2.21 7.73
H 9.56 -2.08 5.97
C -2.18 -3.73 -9.50
S -2.27 -4.84 -8.08
O -1.20 -4.42 -7.12
C -1.68 -6.31 -8.95
H -2.48 -2.73 -9.18
H -1.16 -3.70 -9.89
H -2.87 -4.08 -10.28
H -0.69 -6.12 -9.37
H -2.38 -6.57 -9.74
H -1.61 -7.13 -8.23
C -7.73 1.24 -1.32
S -7.69 2.46 0.01
O -8.34 1.85 1.20
C -8.87 3.60 -0.74
H -7.08 0.41 -1.05
H -8.75 0.88 -1.46
H -7.36 1.69 -2.25
H -9.82 3.08 -0.91
H -8.47 3.97 -1.69
H -9.03 4.43 -0.06
C 8.35 6.73 0.27
S 8.31 5.22 1.25
O 9.71 4.68 1.30
C 7.39 4.24 0.05
H 8.92 7.48 0.82
H 8.84 6.54 -0.69
H 7.33 7.09 0.11
H 7.94 4.20 -0.90
H 6.41 4.68 -0.10
H 7.28 3.22 0.44

2.
Formula: C10H27ClHfIO2P2
Source: the OMol25 dataset
Level of theory: ωB97M-V/def2-TZVPD

Calculated values
HOMO-LUMO gap	8.09	eV
2S+1	1
charge	+3
energy relative to the best compared isomer or geometry (same formula, charge and spin)	47.2	kcal/mol
calculated total energy	-55384.4908	eV
E_HOMO	-19.27	eV
lowest unoccupied orbital energy	-11.2	eV
largest force on an atom	6.7	eV/A

Element x y z (Å)
C 1.96 -5.27 -4.58
C 2.27 -4.66 -3.23
H 2.66 -6.12 -4.73
H 2.07 -4.49 -5.35
H 0.90 -5.60 -4.57
O 3.08 -4.95 -2.42
I 0.86 -2.67 -2.53
Hf 0.03 -0.35 -0.57
P -1.60 -1.74 0.92
C -1.69 -2.10 2.71
C -3.36 -1.26 0.79
H -3.91 -2.10 1.22
H -2.67 -3.85 0.73
H -3.63 -1.11 -0.26
H -1.86 -3.42 -0.79
H -1.83 -1.20 3.31
H -3.57 -0.35 1.37
C -1.76 -3.43 0.30
H -2.57 -2.73 2.82
H -0.91 -4.04 0.59
H -0.82 -2.65 3.07
P 1.77 1.40 -1.36
C 3.02 2.34 -0.42
C 2.76 0.76 -2.73
H 0.23 2.57 -2.83
H 1.83 3.38 -2.63
H 0.60 3.54 -1.34
C 1.01 2.87 -2.12
H 2.10 0.25 -3.45
H 3.23 1.62 -3.22
H 3.54 2.95 -1.16
H 3.75 1.68 0.07
H 3.53 0.08 -2.37
H 2.56 3.00 0.32
Cl -1.70 0.54 -1.85
C -2.00 2.66 2.22
C -1.41 2.51 0.82
O -0.51 1.19 0.89
H -2.48 1.76 2.67
H -2.81 3.40 2.31
H -1.21 2.98 2.93
H -2.13 2.30 0.03
H -0.73 3.31 0.54
H -0.39 1.07 1.85

3.
Formula: C6H21BFO11P3
Source: the OMol25 dataset
Level of theory: ωB97M-V/def2-TZVPD

Calculated values
SMILES	COP(=O)(OC)OC.COP(=O)(OC)OC.O=P(O)(O)BF
HOMO-LUMO gap	9.42	eV
2S+1	1
calculated total energy	-60350.1183	eV
E_HOMO	-10.04	eV
lowest unoccupied orbital energy	-0.6	eV
largest force on an atom	5.5	eV/A

Element x y z (Å)
O -2.60 -0.75 5.11
P -3.03 -0.66 3.72
O -3.11 -2.12 3.01
O -1.95 0.12 2.83
B -4.80 0.14 3.49
F -5.65 0.20 4.47
H -4.02 -2.43 3.15
H -2.37 0.74 2.21
H -5.11 0.54 2.41
C -2.73 -0.45 -3.61
O -2.99 0.49 -2.54
P -2.18 0.32 -1.15
O -2.88 1.22 -0.21
O -0.78 0.91 -1.69
C -0.72 2.30 -2.06
O -1.42 -0.76 -0.23
C -1.98 -2.10 -0.16
H -3.22 -0.07 -4.50
H -1.66 -0.53 -3.80
H -3.14 -1.43 -3.37
H -1.47 2.88 -1.53
H -0.87 2.40 -3.14
H 0.27 2.66 -1.80
H -1.99 -2.59 -1.13
H -2.99 -2.04 0.25
H -1.35 -2.68 0.52
C 3.98 -1.15 -1.53
O 4.15 0.27 -1.38
P 3.64 0.97 0.00
O 3.69 2.41 -0.28
O 4.87 0.43 0.90
C 6.18 0.93 0.62
O 2.61 0.75 1.22
C 1.30 0.22 0.88
H 4.54 -1.46 -2.42
H 4.38 -1.69 -0.67
H 2.93 -1.40 -1.67
H 6.14 1.91 0.15
H 6.71 0.23 -0.03
H 6.72 1.00 1.56
H 1.38 -0.77 0.43
H 0.78 0.89 0.20
H 0.72 0.14 1.80

4.
Formula: C15H13BO14
Source: the OMol25 dataset
Level of theory: ωB97M-V/def2-TZVPD

Calculated values
HOMO-LUMO gap	6.94	eV
2S+1	1
calculated total energy	-45106.1868	eV
E_HOMO	-8.84	eV
lowest unoccupied orbital energy	-1.9	eV
largest force on an atom	12.8	eV/A

Element x y z (Å)
O 1.77 0.94 1.41
C 2.04 0.00 2.09
O 2.99 -0.93 1.85
C 2.19 -2.12 1.99
C 1.36 -1.79 3.24
O 0.14 -2.44 3.15
B -1.11 -1.90 3.41
O -1.34 -0.57 3.61
O -2.15 -2.81 3.46
O 1.39 -0.37 3.23
H 1.51 -2.10 1.14
H 2.75 -3.04 2.04
H 1.91 -2.11 4.12
H -1.11 -0.01 2.86
H -2.46 -2.93 2.55
C -1.65 -1.10 -1.74
C -1.94 -2.19 -1.02
C -3.09 -2.22 -0.04
O -3.23 -3.26 0.59
C -3.90 -1.04 0.12
C -3.62 0.05 -0.60
C -2.47 0.09 -1.58
O -2.25 1.13 -2.16
O -4.29 1.18 -0.51
O -1.24 -3.31 -1.07
H -0.81 -1.05 -2.42
H -4.71 -1.08 0.84
H -3.86 1.81 -1.13
H -1.66 -3.93 -0.45
C 0.84 2.06 -2.59
C 1.47 2.98 -3.32
C 2.75 3.63 -2.85
O 3.27 4.44 -3.59
C 3.29 3.25 -1.55
C 2.65 2.32 -0.82
C 1.38 1.66 -1.31
O 0.88 0.82 -0.58
O 3.05 1.92 0.37
O 1.05 3.41 -4.50
H -0.08 1.57 -2.90
H 4.19 3.73 -1.22
H 2.41 1.25 0.69
H 1.70 4.07 -4.80

5.
Formula: C26H28BaO2PS4
Source: the OMol25 dataset
Level of theory: ωB97M-V/def2-TZVPD

Calculated values
HOMO-LUMO gap	5.57	eV
2S+1	1
charge	-1
energy relative to the best compared isomer or geometry (same formula, charge and spin)	3.8	kcal/mol
calculated total energy	-84837.1685	eV
E_HOMO	-3.34	eV
lowest unoccupied orbital energy	2.2	eV
largest force on an atom	1.8	eV/A

Element x y z (Å)
Ba -0.39 3.15 1.89
O -2.28 3.36 0.29
C -1.39 3.19 -0.54
C -1.84 2.92 -1.93
C -2.50 3.88 -2.70
C -2.75 3.64 -4.04
C -2.36 2.43 -4.62
C -1.74 1.46 -3.85
C -1.47 1.71 -2.51
P -0.72 0.49 -1.37
C -2.21 0.01 -0.40
C -3.51 0.10 -0.92
C -4.60 -0.28 -0.16
C -4.41 -0.75 1.13
C -3.14 -0.83 1.66
C -2.04 -0.45 0.90
C -0.54 -0.97 -2.43
C 0.57 -0.98 -3.28
C 0.83 -2.07 -4.08
C 0.00 -3.19 -4.02
C -1.08 -3.19 -3.16
C -1.36 -2.09 -2.37
H -2.79 4.81 -2.24
H -3.25 4.39 -4.64
H -2.55 2.24 -5.67
H -1.47 0.51 -4.29
H -3.67 0.48 -1.92
H -5.59 -0.20 -0.57
H -5.27 -1.03 1.73
H -2.98 -1.18 2.67
H -1.06 -0.51 1.35
H 1.23 -0.12 -3.31
H 1.69 -2.06 -4.74
H 0.21 -4.05 -4.63
H -1.73 -4.06 -3.10
H -2.20 -2.10 -1.70
S 3.98 4.17 4.28
C 2.54 4.01 3.49
S 1.07 3.99 4.43
S 2.50 4.03 1.75
C 4.45 -0.11 5.00
C 3.44 -0.53 3.94
C 3.16 0.59 2.96
S 1.74 0.39 1.84
O 0.54 0.11 2.68
C 2.13 -1.12 0.90
C 1.52 -2.41 1.42
C 1.61 -3.51 0.38
H 4.64 -0.91 5.71
H 4.08 0.76 5.54
H 5.40 0.17 4.54
H 2.49 -0.81 4.42
H 3.81 -1.41 3.40
H 4.02 0.82 2.33
H 2.94 1.51 3.49
H 3.22 -1.18 0.83
H 1.74 -0.91 -0.10
H 0.48 -2.23 1.68
H 2.01 -2.71 2.35
H 1.07 -3.23 -0.53
H 1.17 -4.44 0.74
H 2.64 -3.71 0.10

6.
Formula: FH4NSi
Source: the OMol25 dataset
Level of theory: ωB97M-V/def2-TZVPD

Calculated values
SMILES	N[SiH2]F
HOMO-LUMO gap	11.22	eV
2S+1	1
energy relative to the best compared isomer or geometry (same formula, charge and spin)	5.6	kcal/mol
calculated total energy	-12151.6973	eV
E_HOMO	-10.22	eV
lowest unoccupied orbital energy	1.0	eV
largest force on an atom	4.4	eV/A

Element x y z (Å)
N 0.54 0.83 -0.14
F -2.16 0.04 -0.68
Si -0.93 -0.07 0.37
H 0.58 1.42 -0.91
H 1.42 0.33 0.00
H -0.65 -1.37 0.91
H -1.69 0.68 1.22

7.
Formula: C9H14O
Source: the OMol25 dataset
Level of theory: ωB97M-V/def2-TZVPD

Calculated values
HOMO-LUMO gap (alpha / beta)	10.08 / 6.39	eV
2S+1	2
charge	+1
energy relative to the best compared isomer or geometry (same formula, charge and spin)	30.1	kcal/mol
calculated total energy	-11598.2624	eV
E_HOMO (alpha / beta)	-14.07 / -14.08	eV
lowest unoccupied orbital energy (alpha / beta)	-4.0 / -7.7	eV
largest force on an atom	2.8	eV/A
expectation value of S²	0.77

Element x y z (Å)
C -0.44 -2.85 -2.08
C 0.72 -1.90 -2.36
H -0.42 -3.51 -1.20
H -1.31 -2.33 -1.63
H -0.96 -3.33 -2.90
H 0.90 -1.73 -3.42
H 0.49 -0.91 -1.96
H 1.67 -2.35 -2.08
C -0.12 3.02 -1.04
C -1.28 -0.01 0.98
C -0.05 -0.45 1.53
C -1.16 0.97 0.04
C -0.06 1.84 -0.15
C 1.12 0.38 1.31
C 1.07 1.58 0.66
O 0.08 -1.56 2.21
H -2.20 -0.45 1.33
H -2.01 1.23 -0.60
H 1.98 0.18 1.95
H 0.64 -1.49 3.02
H 0.45 3.84 -0.60
H -1.16 3.35 -1.13
H 2.01 2.09 0.49
H 0.20 2.92 -2.08

8.
Formula: C38H37BCl2N6O2OsSb2
Source: the OMol25 dataset
Level of theory: ωB97M-V/def2-TZVPD

Calculated values
HOMO-LUMO gap (alpha / beta)	5.05 / 4.95	eV
2S+1	1
charge	+2
calculated total energy	-94288.9693	eV
E_HOMO (alpha / beta)	-13.24 / -13.19	eV
lowest unoccupied orbital energy (alpha / beta)	-8.2 / -8.2	eV
largest force on an atom	2.9	eV/A

Element x y z (Å)
Os 0.00 -1.74 -0.84
C -3.52 -2.11 -3.21
C -2.46 -1.33 -2.76
N -1.71 -2.04 -1.90
N -2.28 -3.26 -1.79
C -3.36 -3.32 -2.57
B -1.66 -4.42 -0.98
N -1.55 -4.00 0.50
C -1.85 -4.72 1.58
C -1.45 -4.02 2.70
C -0.89 -2.85 2.21
N -0.98 -2.85 0.88
N -0.23 -4.61 -1.54
C 0.38 -5.75 -1.86
C 1.64 -5.44 -2.35
C 1.72 -4.06 -2.29
N 0.57 -3.57 -1.82
H -4.28 -1.82 -3.90
H -2.23 -0.32 -3.05
H -3.96 -4.21 -2.63
H -2.29 -5.40 -1.10
H -2.32 -5.68 1.51
H -1.55 -4.30 3.73
H -0.42 -2.05 2.75
H -0.10 -6.70 -1.74
H 2.38 -6.12 -2.72
H 2.53 -3.42 -2.59
C -2.34 1.61 1.86
C -1.73 0.67 2.89
C -0.25 0.88 3.05
Sb 1.09 0.86 1.05
C 2.94 0.81 -0.43
C 2.88 0.05 -1.59
C 4.01 -0.06 -2.38
C 5.18 0.57 -2.01
C 5.23 1.34 -0.87
C 4.09 1.48 -0.07
C 2.14 2.33 2.30
C 3.09 1.88 3.20
C 3.64 2.76 4.12
C 3.22 4.08 4.14
C 2.28 4.53 3.24
C 1.72 3.65 2.32
Sb -2.12 0.82 -0.18
C -0.72 2.13 -1.18
C 0.00 1.58 -2.23
C 1.00 2.30 -2.86
C 1.31 3.58 -2.41
C 0.58 4.14 -1.37
C -0.44 3.42 -0.76
C -4.00 1.69 -0.85
C -5.19 1.06 -0.50
C -6.39 1.69 -0.76
C -6.40 2.94 -1.36
C -5.21 3.55 -1.72
C -4.00 2.92 -1.48
H -1.89 2.60 1.92
H -3.41 1.70 2.01
H -1.98 -0.37 2.65
H -2.18 0.89 3.87
H 0.25 0.13 3.66
H -0.05 1.88 3.45
H 1.95 -0.47 -1.88
H 3.97 -0.64 -3.29
H 6.07 0.48 -2.63
H 6.13 1.85 -0.58
H 4.14 2.09 0.82
H 3.40 0.84 3.18
H 4.38 2.40 4.81
H 3.64 4.76 4.87
H 1.96 5.56 3.25
H 0.97 4.01 1.63
H -0.21 0.56 -2.56
H 1.55 1.87 -3.68
H 2.10 4.14 -2.88
H 0.81 5.14 -1.03
H -1.02 3.88 0.02
H -5.17 0.08 -0.03
H -7.32 1.21 -0.48
H -7.34 3.43 -1.56
H -5.22 4.52 -2.19
H -3.08 3.40 -1.77
Cl 3.29 -3.22 3.29
C 3.56 -2.56 1.67
Cl 4.94 -1.44 1.64
C 2.37 -1.72 1.26
O 2.05 -0.79 2.03
O 1.84 -1.98 0.18
H 3.75 -3.38 0.97